Record 1
A cluster of 4 separate species, C3H15NO3 in total at a distorted geometry, computed with ωB97M-V/def2-TZVPD.

* SMILES: CN(C)C.O.O.O
* HOMO-LUMO gap: 9.03 eV
* ΔE to the lowest compared entry with this formula, charge and spin: 37.9 kcal per mole
* HOMO: -8.51 eV
* total charge: 0
* molar mass: 113.16 Da

Cartesian coordinates (Å):
C: -0.3192 2.1514 -1.2173
N: 0.1721 0.8144 -1.1904
C: 1.5735 0.5267 -0.8624
C: -0.3375 -0.0758 -2.2668
H: -0.1729 2.5833 -0.2284
H: 0.1590 2.8207 -1.9581
H: -1.4116 2.2078 -1.3412
H: 1.8533 -0.4930 -1.1213
H: 1.7676 0.4738 0.2254
H: 2.2145 1.2912 -1.2990
H: -0.3112 -1.1191 -1.9784
H: -1.4087 0.1740 -2.2369
H: 0.2231 0.1406 -3.1795
O: -3.5187 -0.6334 0.6787
H: -4.0463 -1.1099 0.0608
H: -2.7441 -1.1304 0.9682
O: -0.4830 -0.8420 1.4900
H: 0.2473 -1.4762 1.6066
H: -0.2606 -0.1609 0.8435
O: 2.8513 -1.4945 2.6785
H: 3.5917 -0.9206 2.3711
H: 2.2129 -0.7886 2.8384

Quick look at the Mulliken charges, all values in e: atom 1 (C): -1.058, atom 2 (N): 0.282, atom 3 (C): -1.028, atom 4 (C): -1.082, atom 5 (H): 0.349, atom 6 (H): 0.304, atom 7 (H): 0.294, atom 8 (H): 0.383, atom 9 (H): 0.269, atom 10 (H): 0.330, atom 11 (H): 0.339, atom 12 (H): 0.318, atom 13 (H): 0.339, atom 14 (O): -0.629, atom 15 (H): 0.297, atom 16 (H): 0.316, atom 17 (O): -0.706, atom 18 (H): 0.306, atom 19 (H): 0.373, atom 20 (O): -0.641, atom 21 (H): 0.323, atom 22 (H): 0.319

---

Record 2
A structure of composition C3H15NO4 at a distorted geometry, computed with ωB97M-V/def2-TZVPD.

* HOMO-LUMO gap: 4.62 eV
* ΔE to the lowest compared entry with this formula, charge and spin: 187.1 kcal per mole
* HOMO: -8.74 eV
* total charge: 0
* molar mass: 129.16 Da

Cartesian coordinates (Å):
C: -1.1450 -0.0058 -1.0602
C: -1.2761 0.7952 0.2802
N: -0.7767 0.0368 1.3587
C: 0.5900 0.0314 1.5425
H: -1.5086 -1.0148 -0.9013
H: -1.7045 0.5724 -1.7916
H: -0.7293 1.7202 0.1946
H: -2.3147 1.0302 0.4726
H: 0.9868 0.9868 1.8563
H: 1.1518 -0.2864 0.5637
H: 0.8976 -0.6008 2.3867
H: 2.5016 1.2286 -0.8928
H: 0.8560 1.6922 -1.1478
O: 1.6010 1.1581 -0.5616
H: 0.4104 3.1746 -2.1818
H: -0.1172 -0.0295 -1.3716
O: -0.0715 2.5183 -1.6599
H: -1.0923 -0.9937 1.3804
H: 1.8728 -2.3919 -0.4706
O: 1.3973 -1.8046 0.1258
H: 0.3853 -2.1844 0.4573
H: -1.1160 -3.2551 0.5917
O: -0.7987 -2.3780 0.8288

Quick look at the Mulliken charges, all values in e: atom 1 (C): -1.153, atom 2 (C): -0.580, atom 3 (N): 0.041, atom 4 (C): -0.791, atom 5 (H): 0.462, atom 6 (H): 0.343, atom 7 (H): 0.502, atom 8 (H): 0.360, atom 9 (H): 0.352, atom 10 (H): 0.599, atom 11 (H): 0.384, atom 12 (H): 0.210, atom 13 (H): 0.277, atom 14 (O): -0.543, atom 15 (H): 0.188, atom 16 (H): 0.410, atom 17 (O): -0.805, atom 18 (H): 0.420, atom 19 (H): 0.232, atom 20 (O): -0.627, atom 21 (H): 0.323, atom 22 (H): 0.214, atom 23 (O): -0.817

---

Record 3
A cluster of 5 separate species, C3H15O4S in total at a distorted geometry, computed with ωB97M-V/def2-TZVPD.

* HOMO-LUMO gap: 7.35 eV
* ΔE to the lowest compared entry with this formula, charge and spin: 12.6 kcal per mole
* HOMO: -3.67 eV
* total charge: -1
* molar mass: 147.22 Da

Cartesian coordinates (Å):
C: -1.8067 -1.3121 -1.7038
C: -0.4073 -1.6100 -1.1387
C: -0.2047 -1.0211 0.2726
S: 1.5386 -0.4876 0.5026
H: -2.5819 -1.6916 -1.0338
H: -1.8729 -1.7017 -2.7136
H: -1.9423 -0.2346 -1.7108
H: -0.2188 -2.6805 -1.0770
H: 0.3144 -1.1551 -1.8098
H: -0.4834 -1.7933 0.9914
H: -0.8814 -0.1755 0.4190
H: 1.5231 1.4652 1.3076
H: 1.9276 2.7638 0.8141
O: 1.3969 2.3923 1.5275
H: 3.1495 -0.6383 -1.6267
H: 2.6985 -1.7687 -2.4559
O: 3.3213 -1.0337 -2.4965
H: -0.5887 0.0382 3.4228
H: -0.5161 1.4888 2.8058
O: -0.9505 0.9238 3.4477
H: -0.6165 3.1731 1.1326
H: -1.3339 2.0749 0.4159
O: -1.4650 2.9837 0.7069

Quick look at the Mulliken charges, all values in e: atom 1 (C): -1.282, atom 2 (C): -0.170, atom 3 (C): -0.318, atom 4 (S): -0.712, atom 5 (H): 0.318, atom 6 (H): 0.382, atom 7 (H): 0.306, atom 8 (H): 0.285, atom 9 (H): 0.099, atom 10 (H): 0.226, atom 11 (H): 0.102, atom 12 (H): 0.166, atom 13 (H): 0.314, atom 14 (O): -0.614, atom 15 (H): 0.297, atom 16 (H): 0.303, atom 17 (O): -0.661, atom 18 (H): 0.322, atom 19 (H): 0.309, atom 20 (O): -0.667, atom 21 (H): 0.347, atom 22 (H): 0.325, atom 23 (O): -0.676

---

Record 4
A cluster of 5 separate species, C3H15O5 in total at a distorted geometry, computed with ωB97M-V/def2-TZVPD.

* HOMO-LUMO gap: 8.67 eV
* ΔE to the lowest compared entry with this formula, charge and spin: 25.1 kcal per mole
* HOMO: -5.04 eV
* total charge: -1
* molar mass: 131.15 Da

Cartesian coordinates (Å):
C: -1.3750 -0.7899 0.6845
O: -0.3021 -1.3219 -0.0395
C: -0.8891 0.5177 1.4408
C: 0.6148 0.7886 1.3577
H: -1.6728 -1.5481 1.3994
H: -2.2693 -0.4910 0.1175
H: -1.1589 0.4899 2.4996
H: -1.3774 1.3668 0.9517
H: 0.9576 1.5750 2.0267
H: 0.8213 0.9913 0.3200
H: 1.2154 -0.0256 1.7893
H: -1.1930 0.2333 -1.9462
H: -0.1739 -0.7789 -0.9214
O: -0.3516 -0.0948 -2.2796
H: -0.2291 1.5034 -3.0773
H: 1.1819 2.1439 -2.8372
O: 0.3002 2.3378 -3.1576
H: 1.3363 -0.0109 -1.9716
H: 2.5213 -0.3032 -2.9013
O: 2.2960 0.2030 -2.1161
H: -0.1549 -1.5437 3.0535
H: 0.0955 -2.7476 2.3598
O: -0.1932 -2.4950 3.2474

Quick look at the Mulliken charges, all values in e: atom 1 (C): -0.735, atom 2 (O): -0.580, atom 3 (C): -0.533, atom 4 (C): -0.797, atom 5 (H): 0.520, atom 6 (H): 0.232, atom 7 (H): 0.359, atom 8 (H): 0.396, atom 9 (H): 0.365, atom 10 (H): 0.143, atom 11 (H): 0.238, atom 12 (H): 0.241, atom 13 (H): 0.338, atom 14 (O): -1.107, atom 15 (H): 0.371, atom 16 (H): 0.313, atom 17 (O): -0.695, atom 18 (H): 0.371, atom 19 (H): 0.289, atom 20 (O): -0.681, atom 21 (H): 0.289, atom 22 (H): 0.364, atom 23 (O): -0.700